# C5H10O5

A single C5H10O5 molecule (ωB97M-V/def2-TZVPD, OMol25).

```
20
Properties=species:S:1:pos:R:3:mulliken_charge:R:1
C -0.58 1.53 -0.89 -0.729
C 0.08 0.18 -0.59 1.059
C -0.34 -1.48 0.98 -0.526
C 0.34 -0.23 1.68 -0.128
C 1.10 0.17 0.53 -0.280
H -2.49 0.78 -1.25 0.342
H -1.02 2.00 0.00 0.326
H 0.17 2.22 -1.50 0.254
H 0.14 -0.43 -2.73 0.380
H -1.30 -1.66 1.46 0.346
H 0.35 -2.42 0.78 0.241
H 1.12 -0.59 2.40 0.297
H -1.37 0.07 2.47 0.341
H 1.55 1.07 0.73 0.558
H 2.13 -1.06 -0.64 0.395
O -1.67 1.21 -1.86 -0.579
O 0.62 -0.27 -1.79 -0.761
O -0.80 -0.92 -0.32 -0.414
O -0.68 0.64 2.11 -0.483
O 2.16 -0.78 0.37 -0.639
```

DFT total energy	-572.609914	Eh
energy relative to the best compared isomer or geometry (same formula, charge and spin)	3.6551	eV
LUMO level	0.61	eV
frontier orbital gap	10.5	eV
SMILES	OC[C@]1(O)OC[C@H](O)[C@H]1O
HOMO	-9.8677	eV


# C26H39BF5N7OS3TeTi

A molecular structure, C26H39BF5N7OS3TeTi (ωB97M-V/def2-TZVPD, OMol25).

```
84
Properties=species:S:1:pos:R:3:lowdin_spin:R:1
Ti 1.51 -1.01 -1.29 -0.001
C 1.08 3.62 2.96 0.001
C 0.22 3.05 4.09 0.003
C 1.03 2.08 4.96 0.012
C -0.29 4.20 4.94 0.000
N -0.95 2.31 3.52 0.030
C -2.27 2.59 3.84 0.008
C -3.05 1.75 3.13 0.014
N -2.23 0.92 2.40 0.017
B -2.84 -0.19 1.48 0.001
N -2.14 -1.60 1.73 0.000
C -1.67 -1.90 2.98 0.003
C -1.18 -3.15 2.97 0.002
N -1.35 -3.66 1.70 0.000
C -1.95 -2.68 0.94 0.001
S -2.74 -2.84 -0.62 0.000
C -0.81 -5.03 1.34 0.000
C -1.79 -5.79 0.45 0.000
C 0.54 -4.86 0.66 0.000
C -0.60 -5.83 2.63 0.000
N -2.85 0.35 0.04 0.004
C -4.02 0.23 -0.70 0.000
C -3.83 0.83 -1.88 0.003
N -2.54 1.33 -1.90 0.017
C -1.94 1.01 -0.72 0.053
S -0.34 1.49 -0.23 0.350
C -2.07 2.23 -3.01 0.003
C -0.68 1.84 -3.50 0.011
C -2.08 3.67 -2.47 0.005
C -3.03 2.11 -4.19 0.000
C -0.95 1.27 2.63 0.041
S 0.37 0.53 1.84 0.394
H 1.80 4.33 3.38 0.000
H 1.64 2.85 2.44 0.000
H 0.46 4.15 2.24 0.000
H 1.90 2.60 5.36 0.000
H 0.42 1.72 5.80 0.000
H 1.37 1.23 4.38 0.012
H 0.57 4.75 5.32 0.000
H -0.89 4.89 4.35 0.000
H -0.87 3.86 5.80 0.000
H -2.55 3.37 4.52 0.000
H -4.12 1.67 3.10 0.001
H -3.99 -0.34 1.82 0.000
H -1.76 -1.22 3.81 0.001
H -0.72 -3.69 3.77 0.000
H -1.68 -5.55 -0.60 0.000
H -1.61 -6.86 0.56 0.000
H -2.83 -5.59 0.74 0.000
H 0.47 -4.20 -0.19 0.000
H 1.27 -4.41 1.34 0.000
H 0.91 -5.83 0.32 0.000
H -1.51 -5.87 3.23 0.000
H -0.32 -6.85 2.35 0.000
H 0.22 -5.43 3.23 0.000
H -4.88 -0.27 -0.30 0.000
H -4.51 0.92 -2.71 0.001
H 0.09 2.14 -2.81 0.007
H -0.62 0.77 -3.68 0.000
H -0.49 2.35 -4.45 0.001
H -1.43 3.75 -1.60 0.004
H -1.73 4.35 -3.24 0.000
H -3.10 3.96 -2.18 0.000
H -3.09 1.08 -4.54 0.000
H -4.03 2.48 -3.95 0.000
H -2.65 2.72 -5.01 0.000
F -2.23 -1.87 -3.27 0.000
Te -0.83 -2.67 -2.27 0.000
F 0.13 -1.72 -3.69 0.000
F 1.69 -1.65 0.34 0.001
F 1.93 -2.56 -2.06 0.000
F 1.76 0.32 -2.34 0.000
O -0.31 -1.27 -1.21 0.000
C 6.07 0.29 0.20 0.000
C 5.14 1.26 -0.13 0.000
C 3.90 0.87 -0.60 0.000
N 3.57 -0.42 -0.77 0.000
C 4.47 -1.36 -0.46 0.000
C 5.72 -1.05 0.04 0.000
H 7.04 0.56 0.58 0.000
H 5.36 2.31 -0.02 0.000
H 3.15 1.60 -0.87 0.000
H 4.17 -2.38 -0.61 0.000
H 6.41 -1.84 0.29 0.000
```

DFT total energy	-4309.063445	Eh
energy relative to the best compared isomer or geometry (same formula, charge and spin)	0.0000	eV
charge	+1
LUMO level (alpha / beta)	-2.93 / -2.93	eV
frontier orbital gap (alpha / beta)	6.0 / 7.4	eV
2S+1	2
⟨S²⟩	0.7541
HOMO (alpha / beta)	-8.8814 / -10.3833	eV


# C29H55N3O14S4

9 unconnected molecules or ions with the total composition C29H55N3O14S4 (ωB97M-V/def2-TZVPD, OMol25).

```
105
Properties=species:S:1:pos:R:3:mulliken_charge:R:1
N 3.68 1.14 2.30 -0.607
C 2.93 2.19 2.75 -0.623
C 1.58 2.13 2.83 -0.987
C 0.88 1.10 2.24 0.879
C 1.65 0.03 1.77 0.176
C 3.01 0.09 1.80 -0.653
H 3.54 2.99 3.12 0.511
H 1.02 2.99 3.17 0.449
H -0.21 1.12 2.21 0.056
H 1.19 -0.82 1.30 0.268
H 3.58 -0.80 1.46 0.481
N -4.88 0.91 -1.39 -0.233
C -4.16 0.94 -2.50 -0.258
C -4.44 1.87 -3.53 -0.582
C -5.44 2.86 -3.40 -0.396
C -6.16 2.84 -2.22 -0.345
C -5.84 1.83 -1.28 -0.309
H -3.43 0.16 -2.70 0.574
H -3.73 1.90 -4.35 0.391
H -5.63 3.59 -4.15 0.445
H -6.94 3.58 -1.92 0.371
H -6.37 1.88 -0.32 0.360
N 0.05 -3.01 0.55 -0.233
C -0.91 -3.92 0.85 -0.585
C -2.21 -3.73 0.52 -0.664
C -2.70 -2.60 -0.10 -0.006
C -1.68 -1.71 -0.59 -0.929
C -0.37 -1.94 -0.20 -0.390
H -0.51 -4.77 1.40 0.558
H -2.85 -4.48 0.95 0.403
H -3.80 -2.37 -0.10 0.404
H -1.95 -0.88 -1.16 0.569
H 0.50 -1.26 -0.42 0.823
C 3.70 -4.46 -1.10 -0.672
O 2.57 -3.60 -1.17 -0.208
H 3.49 -5.53 -1.25 0.229
H 4.34 -4.12 -1.92 0.168
H 4.24 -4.36 -0.14 0.350
H 2.03 -3.68 -0.39 0.179
C 0.64 -6.75 -1.16 -0.353
O 1.59 -7.25 -0.21 -0.500
H 0.45 -5.65 -1.15 0.067
H 0.89 -7.08 -2.20 0.264
H -0.30 -7.27 -0.83 0.235
H 2.11 -6.46 0.09 0.307
O -3.18 4.64 2.54 -0.651
S -2.63 4.26 1.27 1.249
O -1.36 4.74 0.83 -0.675
O -2.44 2.70 1.34 -0.222
C -3.00 2.01 2.37 -0.707
C -3.26 0.64 1.86 -0.326
C -3.74 4.64 -0.05 -0.663
H -3.94 2.44 2.78 0.544
H -2.24 2.02 3.16 0.322
H -4.00 0.58 1.11 0.453
H -3.60 0.04 2.77 0.349
H -2.31 0.17 1.60 -0.349
H -4.19 5.60 0.28 0.452
H -4.50 3.88 -0.17 -0.025
H -3.19 4.69 -0.98 0.289
O -1.56 3.36 -3.05 -0.686
S -0.65 2.27 -2.79 1.211
O -1.05 0.94 -3.12 -0.588
O 0.78 2.41 -3.47 -0.307
C 1.50 3.76 -3.47 -0.327
C 2.91 3.44 -3.11 -0.890
C -0.28 2.36 -1.06 -0.247
H 0.95 4.46 -2.76 0.333
H 1.39 4.23 -4.43 0.383
H 3.59 4.30 -3.38 0.404
H 3.36 2.55 -3.57 0.157
H 3.03 3.35 -2.01 0.206
H -1.18 2.21 -0.57 -0.420
H 0.31 3.24 -0.84 0.631
H 0.36 1.54 -0.93 0.254
O 2.94 -1.82 -6.34 -0.641
S 3.11 -2.00 -4.95 1.178
O 3.81 -3.14 -4.42 -0.616
O 3.85 -0.71 -4.33 -0.308
C 4.57 -0.89 -3.00 0.371
C 5.03 0.41 -2.41 -1.230
C 1.54 -1.98 -4.22 -0.450
H 5.39 -1.60 -3.08 0.304
H 3.79 -1.31 -2.31 -0.089
H 5.45 0.13 -1.44 0.421
H 4.19 1.05 -2.21 0.070
H 5.81 0.86 -2.98 0.388
H 1.18 -0.96 -4.47 0.220
H 1.59 -2.26 -3.11 -0.100
H 0.99 -2.80 -4.76 0.404
O -2.25 -0.73 6.43 -0.643
S -1.16 -0.54 5.55 1.039
O -1.25 0.62 4.63 -0.540
O 0.18 -0.46 6.31 -0.303
C 1.39 -0.04 5.67 0.370
C 2.37 0.40 6.74 -1.460
C -1.11 -2.03 4.59 -0.981
H 1.27 0.87 5.13 0.013
H 1.75 -0.94 5.08 0.257
H 3.25 0.77 6.22 0.419
H 2.66 -0.30 7.51 0.368
H 1.95 1.31 7.23 0.339
H -0.18 -2.14 3.97 0.261
H -1.95 -2.11 4.00 0.359
H -1.18 -2.77 5.37 0.440
```

DFT total energy	-3948.210114	Eh
LUMO level	0.16	eV
frontier orbital gap	9.9	eV
SMILES	CCOS(C)(=O)=O.CCOS(C)(=O)=O.CCOS(C)(=O)=O.CCOS(C)(=O)=O.c1ccncc1.c1ccncc1.c1ccncc1.CO.CO
HOMO	-9.7798	eV


# C4H5NO

A single C4H5NO molecule (ωB97M-V/def2-TZVPD, OMol25).

```
11
Properties=species:S:1:pos:R:3:mulliken_charge:R:1
C 1.04 0.34 -0.95 -0.964
C 0.07 0.06 0.14 0.568
C -1.13 -0.30 -0.33 -0.007
O -1.97 -0.55 0.71 -0.200
N -1.24 -0.41 1.90 -0.355
C -0.02 -0.08 1.55 -0.443
H 1.01 1.36 -1.32 0.267
H 2.07 0.08 -0.65 0.292
H 0.50 -0.18 -1.88 0.232
H -1.06 -0.37 -1.50 0.212
H 0.74 0.04 2.32 0.396
```

DFT total energy	-285.303935	Eh
energy relative to the best compared isomer or geometry (same formula, charge and spin)	3.0109	eV
LUMO level	0.86	eV
frontier orbital gap	10.4	eV
SMILES	Cc1cnoc1
HOMO	-9.5655	eV


# C39H104O39S13

13 unconnected molecules or ions with the total composition C39H104O39S13 (ωB97M-V/def2-TZVPD, OMol25).

```
195
Properties=species:S:1:pos:R:3:mulliken_charge:R:1
O -3.25 20.89 14.62 -0.591
S -4.19 20.63 13.58 1.179
O -5.54 21.16 13.65 -0.597
O -3.45 21.10 12.18 -0.314
C -2.12 20.83 11.81 -0.211
C -1.30 21.93 12.29 -1.019
C -4.28 18.87 13.20 -0.929
H -2.18 20.72 10.72 0.307
H -1.82 19.83 12.11 0.232
H -1.51 22.28 13.30 0.292
H -1.42 22.84 11.70 0.298
H -0.27 21.59 12.30 0.335
H -3.23 18.56 13.22 0.335
H -4.76 18.76 12.23 0.306
H -4.84 18.37 13.98 0.376
O 1.67 23.00 23.03 -0.541
S 0.93 22.47 21.91 0.966
O -0.53 22.54 21.89 -0.556
O 1.64 22.79 20.40 -0.275
C 1.01 23.72 19.56 -0.225
C 1.07 25.14 20.15 -0.974
C 1.35 20.65 21.92 -0.889
H 0.01 23.33 19.34 0.324
H 1.62 23.74 18.65 0.262
H 0.64 26.02 19.68 0.356
H 2.06 25.55 20.35 0.313
H 0.76 25.03 21.19 0.269
H 2.43 20.48 21.92 0.334
H 1.04 20.33 20.92 0.300
H 0.76 20.13 22.68 0.337
O 3.61 14.40 20.14 -0.562
S 3.15 13.86 18.88 1.127
O 1.68 13.78 18.55 -0.578
O 4.00 14.65 17.64 -0.320
C 3.71 14.28 16.22 -0.268
C 2.60 15.35 15.66 -0.935
C 3.89 12.09 18.65 -0.924
H 3.49 13.22 16.06 0.256
H 4.61 14.59 15.70 0.287
H 1.72 15.17 16.28 0.273
H 2.26 15.31 14.63 0.355
H 2.99 16.35 15.85 0.274
H 3.67 11.38 19.45 0.380
H 4.96 12.13 18.86 0.341
H 3.68 11.68 17.66 0.295
O -14.09 19.97 8.35 -0.598
S -13.12 20.53 7.44 1.114
O -13.04 21.99 7.28 -0.585
O -11.71 19.86 7.78 -0.291
C -10.56 20.43 7.15 -0.226
C -9.94 21.54 8.03 -0.999
C -13.47 19.75 5.74 -0.889
H -10.82 20.64 6.11 0.228
H -9.80 19.65 7.05 0.330
H -8.89 21.49 8.33 0.338
H -10.47 21.53 8.98 0.290
H -10.15 22.55 7.66 0.296
H -13.31 18.70 5.98 0.324
H -12.71 20.13 5.06 0.309
H -14.42 20.14 5.39 0.357
O -4.18 31.26 9.39 -0.563
S -3.15 30.53 10.18 1.088
O -3.16 30.46 11.60 -0.553
O -3.08 28.95 9.58 -0.333
C -2.93 28.83 8.21 -0.144
C -3.84 27.79 7.61 -1.312
C -1.45 31.17 9.58 -0.841
H -1.88 28.71 7.96 0.309
H -3.23 29.79 7.79 0.409
H -3.44 26.85 7.98 0.311
H -3.74 27.85 6.52 0.347
H -4.90 27.74 7.83 0.324
H -0.64 30.86 10.25 0.309
H -1.56 32.25 9.66 0.345
H -1.37 30.99 8.51 0.305
O 7.37 26.47 15.01 -0.623
S 7.15 27.90 15.45 1.125
O 7.14 28.14 16.89 -0.583
O 8.39 28.75 14.72 -0.317
C 8.93 29.72 15.58 -0.213
C 9.75 30.76 14.76 -1.182
C 5.68 28.61 14.63 -0.845
H 9.51 29.29 16.41 0.319
H 8.07 30.15 16.10 0.352
H 9.20 31.17 13.91 0.326
H 10.71 30.34 14.47 0.290
H 9.91 31.66 15.35 0.376
H 5.24 29.41 15.22 0.318
H 5.06 27.73 14.43 0.347
H 6.02 29.10 13.72 0.310
O -7.72 10.52 17.06 -0.614
S -7.87 11.28 18.30 1.206
O -8.39 12.63 18.36 -0.608
O -8.75 10.39 19.39 -0.301
C -9.91 9.73 18.79 -0.289
C -10.28 8.42 19.49 -1.098
C -6.23 11.10 19.13 -0.850
H -9.78 9.61 17.71 0.396
H -10.75 10.42 18.86 0.283
H -10.66 8.77 20.45 0.281
H -9.50 7.70 19.71 0.323
H -11.04 7.91 18.90 0.332
H -6.13 12.12 19.49 0.327
H -5.47 10.90 18.38 0.319
H -6.26 10.26 19.83 0.293
O -0.88 17.40 6.58 -0.605
S -1.96 16.36 6.64 1.069
O -2.37 15.72 7.84 -0.529
O -3.26 17.09 5.93 -0.322
C -3.09 18.07 4.92 -0.216
C -4.10 18.05 3.78 -1.133
C -1.60 15.09 5.26 -0.846
H -2.10 17.94 4.47 0.362
H -3.11 18.99 5.50 0.302
H -3.97 18.98 3.22 0.349
H -5.13 17.91 4.08 0.313
H -3.87 17.27 3.05 0.284
H -2.46 14.43 5.35 0.317
H -0.68 14.58 5.58 0.352
H -1.50 15.50 4.26 0.303
O -8.36 25.96 18.76 -0.595
S -7.35 27.01 18.66 1.136
O -7.81 28.29 18.29 -0.562
O -6.47 27.04 20.10 -0.349
C -5.94 25.80 20.67 -0.120
C -6.64 25.51 21.98 -1.194
C -5.92 26.69 17.48 -0.887
H -4.93 26.10 20.91 0.288
H -6.01 24.93 20.01 0.316
H -6.13 24.73 22.55 0.359
H -7.70 25.27 21.92 0.311
H -6.61 26.41 22.60 0.305
H -6.06 27.02 16.45 0.369
H -5.80 25.61 17.47 0.311
H -5.08 27.09 18.05 0.310
O -7.13 17.44 26.32 -0.565
S -5.73 17.24 25.97 1.111
O -4.88 16.50 26.90 -0.558
O -5.65 16.82 24.32 -0.351
C -6.33 17.57 23.35 -0.205
C -5.37 18.13 22.30 -1.028
C -5.05 19.00 25.77 -0.930
H -6.86 18.42 23.77 0.250
H -7.07 16.95 22.85 0.361
H -4.83 18.99 22.71 0.245
H -5.79 18.51 21.38 0.365
H -4.55 17.42 22.14 0.296
H -4.06 19.00 25.31 0.299
H -5.00 19.29 26.82 0.367
H -5.85 19.57 25.30 0.343
O -7.14 10.27 7.61 -0.571
S -8.18 10.88 6.80 1.137
O -9.36 10.15 6.34 -0.589
O -8.70 12.29 7.46 -0.295
C -7.77 12.85 8.43 -0.418
C -8.28 12.26 9.79 -1.010
C -7.36 11.69 5.32 -0.883
H -7.70 13.94 8.44 0.430
H -6.69 12.73 8.28 0.317
H -9.25 12.68 10.04 0.279
H -7.61 12.63 10.57 0.350
H -8.27 11.17 9.84 0.311
H -6.60 10.98 5.01 0.323
H -7.02 12.70 5.53 0.288
H -8.04 11.80 4.48 0.331
O -16.27 14.10 11.80 -0.581
S -15.88 14.85 12.96 1.171
O -15.81 14.28 14.32 -0.612
O -14.40 15.61 12.66 -0.337
C -13.78 16.28 13.82 -0.142
C -12.80 17.36 13.37 -1.215
C -16.91 16.32 12.99 -0.805
H -13.21 15.52 14.35 0.315
H -14.44 16.84 14.49 0.336
H -12.02 17.59 14.09 0.353
H -13.35 18.25 13.05 0.295
H -12.34 17.03 12.44 0.314
H -17.41 16.50 12.04 0.324
H -16.29 17.18 13.26 0.266
H -17.68 16.12 13.74 0.316
O 4.26 27.07 7.80 -0.574
S 5.29 27.64 6.93 1.041
O 6.71 27.78 7.43 -0.566
O 5.30 26.77 5.51 -0.291
C 4.62 25.54 5.41 -0.167
C 4.94 24.44 6.47 -1.167
C 4.48 29.17 6.19 -0.843
H 4.92 25.05 4.49 0.295
H 3.56 25.75 5.50 0.275
H 4.38 23.51 6.37 0.387
H 4.43 24.66 7.41 0.344
H 6.00 24.22 6.62 0.305
H 3.49 28.98 5.77 0.291
H 5.15 29.41 5.36 0.332
H 4.41 29.89 7.00 0.338
```

DFT total energy	-9658.575675	Eh
energy relative to the best compared isomer or geometry (same formula, charge and spin)	12.4081	eV
LUMO level	-0.21	eV
frontier orbital gap	10.7	eV
HOMO	-10.8778	eV


# C5H13NOS

A single C5H13NOS molecule (ωB97M-V/def2-TZVPD, OMol25).

```
21
Properties=species:S:1:pos:R:3:mulliken_charge:R:1
C -0.84 -2.52 -0.52 -0.897
N 0.23 -1.61 -0.24 -0.194
C 0.07 -0.24 -0.76 -0.138
C 0.50 0.80 0.24 -0.970
C -0.31 0.65 1.54 -0.566
S -0.04 2.06 2.56 -0.245
C 0.64 0.02 -2.16 -0.498
O 0.08 -0.84 -3.17 -0.556
H -1.69 -2.55 0.20 0.247
H -1.47 -2.31 -1.39 0.288
H -0.54 -3.58 -0.44 0.355
H 1.15 -1.97 -0.48 0.276
H -1.06 -0.16 -0.85 0.335
H 1.56 0.54 0.44 0.320
H 0.37 1.83 -0.11 0.461
H -1.42 0.52 1.32 0.301
H -0.29 -0.37 1.95 0.405
H -1.02 1.81 3.43 0.118
H 0.46 1.01 -2.54 0.357
H 1.70 -0.27 -2.18 0.284
H -0.33 -1.61 -2.75 0.317
```

DFT total energy	-726.434918	Eh
energy relative to the best compared isomer or geometry (same formula, charge and spin)	1.8009	eV
LUMO level	0.85	eV
frontier orbital gap	9.6	eV
SMILES	CN[C@H](CO)CCS
HOMO	-8.7327	eV


# C5H11N

A single C5H11N molecule (ωB97M-V/def2-TZVPD, OMol25).

```
17
Properties=species:S:1:pos:R:3:mulliken_charge:R:1
C 1.17 -1.10 -1.13 -1.323
N 1.12 -0.27 1.65 -0.596
C 0.14 0.19 0.73 0.767
C 0.14 -0.11 -0.57 0.631
C -0.93 0.35 -1.54 -1.470
C -0.88 1.06 1.38 -1.471
H 0.69 -1.78 -1.84 0.360
H 1.91 -0.54 -1.71 0.260
H 1.61 -1.73 -0.38 0.334
H 1.28 -1.26 1.49 0.189
H 0.89 -0.14 2.62 0.257
H -1.91 0.05 -1.18 0.319
H -1.00 1.43 -1.67 0.315
H -0.68 -0.08 -2.51 0.402
H -1.71 1.39 0.75 0.333
H -0.38 1.96 1.73 0.320
H -1.44 0.59 2.20 0.373
```

DFT total energy	-251.843241	Eh
energy relative to the best compared isomer or geometry (same formula, charge and spin)	0.5249	eV
LUMO level	1.05	eV
frontier orbital gap	8.8	eV
SMILES	CC(C)=C(C)N
HOMO	-7.7668	eV